{
  "formula": "C16H40I2OP3S",
  "method": "ωB97M-V/def2-TZVPD",
  "charge": -1,
  "orbital_gap_ha": 0.227,
  "e_homo_ha": -0.14310,
  "species": ["C", "C", "I", "C", "I", "P", "P", "S", "P", "C", "O", "H", "H", "H", "H", "H", "H", "H", "H", "H", "H", "H", "H", "C", "C", "C", "C", "C", "C", "H", "H", "H", "H", "H", "H", "H", "H", "H", "H", "H", "H", "H", "H", "C", "C", "C", "C", "C", "C", "H", "H", "H", "H", "H", "H", "H", "H", "H", "H", "H", "H", "H", "H"],
  "positions_angstrom": [[-3.89089, 0.24943, 0.80130], [-2.75794, -0.44601, 0.09398], [-2.17035, -2.21579, 1.11694], [-2.09697, -0.08560, -0.99467], [-2.71757, 1.74117, -1.84851], [-0.58375, -1.02263, -1.91390], [0.73159, 0.98020, -2.14600], [2.66476, 0.54565, -2.37688], [-1.57971, -0.83725, -3.99893], [-1.03763, -2.52376, -4.49977], [-3.17581, -1.18720, -3.63934], [-4.33635, -0.37707, 1.57151], [-3.53339, 1.17135, 1.26945], [-4.66864, 0.52747, 0.08647], [0.55636, -1.62952, -2.57632], [0.05255, -1.11488, -0.62382], [-1.27690, -2.29403, -1.73024], [0.27732, 1.80794, -3.19009], [0.54517, 1.83726, -1.04099], [-1.58268, -2.80557, -5.40375], [-1.23230, -3.26298, -3.71512], [0.03217, -2.52283, -4.71840], [-3.24001, -1.81603, -2.90466], [-7.56577, 0.42265, 6.92001], [-7.02036, 0.40762, 5.49598], [-6.32684, -0.90100, 5.12051], [-5.11122, -1.25286, 5.98104], [-4.01773, -0.18498, 6.00737], [-3.43895, 0.11694, 4.62975], [-6.76854, 0.31163, 7.65682], [-8.08402, 1.35800, 7.13669], [-8.27407, -0.39526, 7.07322], [-6.32905, 1.24425, 5.36210], [-7.84010, 0.58077, 4.79372], [-6.02759, -0.85506, 4.07036], [-7.05153, -1.71906, 5.19029], [-4.68215, -2.18571, 5.60215], [-5.43319, -1.46278, 7.00533], [-3.21793, -0.52535, 6.67063], [-4.40660, 0.73548, 6.45395], [-3.02775, -0.78538, 4.17249], [-2.63654, 0.85348, 4.68904], [-4.19610, 0.51442, 3.95239], [5.60319, 2.56507, -4.09911], [6.04830, 1.64411, -2.97041], [7.54670, 1.69967, -2.67696], [8.44520, 1.29065, -3.84677], [8.16481, -0.10348, -4.40649], [8.35898, -1.21981, -3.38625], [6.07100, 2.30237, -5.05110], [4.52263, 2.49944, -4.22744], [5.85926, 3.60553, -3.87880], [5.74495, 0.62014, -3.20260], [5.49617, 1.90292, -2.06523], [7.76297, 1.06579, -1.81208], [7.81514, 2.71854, -2.37612], [9.49116, 1.33835, -3.52241], [8.34595, 2.02128, -4.65448], [8.82486, -0.27624, -5.26187], [7.14481, -0.14463, -4.79685], [9.37727, -1.21063, -2.98827], [8.18230, -2.19941, -3.83274], [7.67133, -1.11680, -2.54610]],
  "atomic_forces_ev_per_a": [[-0.04, 0.08, -0.05], [-0.02, 0.06, 0.04], [0.06, -0.11, 0.01], [-0.02, -0.08, 0.06], [-0.01, 0.16, -0.07], [-0.03, -0.33, 0.10], [0.25, -0.17, -0.11], [-0.11, 0.03, 0.04], [-0.10, -0.02, 0.03], [0.11, 0.01, -0.10], [-0.05, -0.04, 0.04], [0.05, -0.02, -0.02], [-0.01, -0.03, -0.01], [0.04, 0.00, -0.01], [0.02, 0.04, 0.08], [-0.01, 0.03, -0.03], [-0.09, 0.07, -0.07], [-0.02, 0.16, 0.03], [-0.09, 0.11, 0.01], [0.03, -0.01, 0.04], [0.01, 0.01, 0.02], [-0.06, 0.01, -0.03], [0.05, 0.03, 0.03], [0.01, 0.00, -0.01], [0.00, 0.01, 0.00], [0.00, -0.01, 0.00], [0.00, -0.01, -0.01], [-0.01, 0.00, -0.01], [0.03, 0.01, 0.05], [0.00, 0.00, 0.00], [-0.01, 0.00, -0.01], [0.01, -0.01, 0.01], [0.01, 0.00, -0.01], [0.00, 0.01, 0.00], [0.01, -0.01, 0.00], [0.00, 0.00, 0.00], [0.01, 0.00, 0.00], [-0.01, 0.00, 0.00], [0.01, 0.01, -0.01], [-0.01, 0.00, 0.01], [-0.01, 0.01, -0.04], [0.01, -0.01, 0.00], [0.00, 0.01, 0.00], [-0.02, -0.01, 0.00], [0.02, 0.01, 0.01], [0.00, 0.01, -0.01], [0.01, 0.00, 0.01], [0.00, -0.01, -0.01], [0.00, 0.01, 0.00], [0.00, -0.01, 0.00], [0.00, 0.00, 0.01], [0.01, 0.00, -0.01], [0.00, -0.01, 0.02], [-0.01, -0.01, -0.01], [0.01, 0.00, 0.00], [-0.01, 0.00, 0.00], [0.00, -0.01, 0.00], [-0.01, 0.01, 0.00], [0.00, -0.01, 0.00], [0.00, 0.01, -0.01], [0.00, 0.00, 0.01], [0.01, 0.00, -0.01], [0.00, 0.00, 0.00]]
}

{
  "formula": "C16H41BNNbO14P3",
  "method": "ωB97M-V/def2-TZVPD",
  "charge": -1,
  "orbital_gap_ha": 0.229,
  "e_homo_ha": -0.15928,
  "species": ["N", "B", "O", "Nb", "C", "O", "C", "C", "C", "C", "C", "C", "H", "H", "H", "H", "H", "H", "H", "H", "H", "H", "H", "H", "H", "H", "C", "O", "P", "O", "O", "C", "O", "C", "H", "H", "H", "H", "H", "H", "H", "H", "H", "C", "O", "P", "O", "O", "C", "O", "C", "H", "H", "H", "H", "H", "H", "H", "H", "H", "C", "O", "P", "O", "O", "C", "O", "C", "H", "H", "H", "H", "H", "H", "H", "H", "H"],
  "positions_angstrom": [[6.92257, -2.01607, 0.66758], [6.14597, -0.77021, 0.28228], [6.92389, 0.40192, -0.24765], [3.87900, -0.47104, 0.47368], [1.68144, -0.00368, 0.89649], [0.80740, -0.00572, -0.28670], [-0.62143, -0.02585, 0.16941], [-1.12445, 0.64816, 1.60229], [-2.69883, 0.58765, 2.13802], [-3.87038, -0.15009, 1.25693], [-3.40806, -0.79042, -0.20422], [-1.83311, -0.73524, -0.73776], [6.52426, -2.89062, 0.26058], [7.07049, -2.07717, 1.69876], [7.28813, 0.82183, 0.60250], [3.68770, 0.02928, -1.25416], [4.25097, 1.25542, 1.00854], [4.02227, -0.94419, 2.25089], [3.51833, -2.20958, 0.08784], [1.61848, 1.09535, 1.35577], [1.30005, -0.76342, 1.73397], [-0.37496, 1.21858, 2.33308], [-2.97554, 1.06300, 3.19265], [-4.96189, -0.18888, 1.68416], [-4.24445, -1.29934, -0.84538], [-1.64106, -1.22801, -1.79905], [-4.70871, 2.83217, -1.80598], [-5.84219, 3.35004, -1.13992], [-6.99432, 2.30949, -0.71399], [-6.55836, 1.23872, 0.23473], [-7.56177, 1.76661, -2.12269], [-7.89190, 2.69630, -3.13400], [-8.17290, 3.26457, -0.17146], [-9.39248, 2.64482, 0.18038], [-3.80835, 3.14331, -1.27348], [-4.73239, 1.74057, -1.86661], [-4.68294, 3.24345, -2.81953], [-7.19370, 2.57371, -3.96446], [-7.85051, 3.72863, -2.77941], [-8.90432, 2.48428, -3.48778], [-9.23093, 1.64310, 0.58711], [-10.03337, 2.58242, -0.70411], [-9.89302, 3.25575, 0.93567], [10.48771, 5.35558, -3.14442], [10.56382, 4.95896, -1.79037], [11.25887, 3.54310, -1.46816], [12.68974, 3.43220, -1.88887], [10.27319, 2.46626, -2.15373], [8.88376, 2.55749, -1.91446], [10.99376, 3.35159, 0.10937], [11.39326, 2.12487, 0.68453], [10.92787, 6.34851, -3.25108], [11.00866, 4.65758, -3.80565], [9.43381, 5.40024, -3.43494], [8.38438, 2.82802, -2.84699], [8.64136, 3.29832, -1.14924], [8.51960, 1.57978, -1.58799], [12.28827, 1.72673, 0.19932], [10.57635, 1.40250, 0.59640], [11.60830, 2.28596, 1.74380], [-5.00620, -7.61499, 0.48065], [-5.96280, -6.66326, 0.89983], [-5.47360, -5.13789, 1.05960], [-4.95835, -4.50577, -0.19404], [-4.40549, -5.20126, 2.26636], [-4.75210, -5.88184, 3.45495], [-6.74953, -4.40753, 1.71851], [-6.59376, -3.05456, 2.09326], [-5.38846, -8.14442, -0.39376], [-4.04847, -7.15032, 0.23034], [-4.85122, -8.33270, 1.29181], [-4.12245, -6.76908, 3.54732], [-5.80189, -6.18326, 3.47049], [-4.56119, -5.22157, 4.30507], [-5.91388, -2.52709, 1.41907], [-6.20719, -3.00595, 3.11558], [-7.57070, -2.56580, 2.06247]],
  "atomic_forces_ev_per_a": [[-0.28, 0.51, -0.06], [2.41, 0.51, -0.86], [-0.05, -1.00, 2.93], [-2.42, 0.26, -0.52], [-0.78, 1.42, 1.88], [-4.43, -0.56, 2.28], [-3.24, 0.07, 0.89], [-2.39, -1.19, -1.21], [0.74, -1.94, -3.65], [4.81, 0.50, -1.16], [2.60, 1.90, 2.67], [-1.41, 1.26, 2.89], [0.17, 1.08, 1.08], [-0.25, -0.27, -1.28], [-0.55, -0.64, -1.78], [0.16, 0.16, -0.66], [0.51, -0.02, 0.40], [0.24, -0.11, 0.32], [0.36, -0.77, 0.18], [0.08, -2.26, -0.63], [0.55, 1.57, -1.78], [-1.73, -1.58, -2.00], [0.79, -1.10, -2.58], [2.40, 0.09, -1.23], [1.97, 0.98, 1.24], [-0.18, 1.22, 2.62], [0.83, -0.39, -0.55], [-1.98, 0.01, 0.94], [0.94, -0.85, 0.89], [-1.06, 1.39, -1.71], [0.34, -0.41, 1.15], [-0.20, 0.37, -0.55], [1.51, 0.22, -0.44], [-0.67, -0.35, 0.11], [-0.15, -0.11, 0.01], [0.11, 0.10, 0.11], [-0.01, -0.03, 0.10], [-0.05, 0.04, 0.04], [0.01, -0.07, -0.01], [0.11, -0.01, 0.05], [0.01, 0.08, -0.02], [0.00, -0.07, 0.09], [0.21, -0.01, -0.13], [-0.16, 0.14, -0.72], [0.43, -0.86, 1.37], [0.85, -0.46, -0.43], [-2.14, -0.08, 0.44], [1.88, 0.63, 0.11], [-1.08, -0.25, 0.16], [-0.10, 1.39, -1.19], [0.12, -0.84, 0.30], [0.02, -0.11, 0.06], [0.00, 0.10, 0.06], [0.12, -0.01, 0.03], [0.00, 0.01, 0.07], [0.02, -0.05, -0.05], [0.01, 0.17, -0.05], [-0.06, 0.05, 0.03], [0.13, 0.00, -0.01], [-0.07, 0.14, -0.20], [0.58, -0.52, -0.13], [-0.73, 1.44, 0.49], [0.53, 0.88, -1.22], [-0.56, -1.00, 2.15], [-0.23, 0.37, -1.22], [-0.07, -0.24, 0.62], [0.32, -1.76, -0.73], [0.18, 0.92, 0.28], [0.01, 0.12, 0.06], [-0.10, -0.05, -0.04], [-0.01, 0.07, -0.09], [-0.05, 0.03, 0.03], [0.05, 0.02, -0.01], [0.01, -0.06, -0.13], [-0.05, -0.04, 0.06], [0.02, 0.07, -0.10], [0.11, -0.21, -0.06]]
}